36
Properties=species:S:1:pos:R:3:forces:R:3:mulliken_charge:R:1 method="wB97M-V/def2-TZVPD" total_energy_ev=-18789.8852 relative_energy_kj_mol=305.3 smiles=C[C@@H](CN)N(C)C.O.O.O.O.O multiplicity=1 homo_ev=-8.807
C 1.093430 0.344232 -1.342752 0.22 -0.76 2.61 -0.945
N 1.070592 -0.179374 0.085035 -0.58 0.84 0.58 -0.046
C 2.438559 -0.108078 0.667469 -0.74 -2.47 -1.44 -0.989
C 0.472742 1.903279 1.295273 2.18 1.72 1.26 -1.547
C 0.054093 0.495570 0.972290 0.80 -0.52 0.76 0.522
C -1.384386 0.254228 0.405184 1.18 0.46 0.90 -0.641
N -2.193555 -0.338971 1.474310 -0.94 -0.49 -0.27 -0.563
H 0.055364 0.370817 -1.717914 1.05 0.34 -0.08 0.404
H 1.624339 1.342240 -1.260453 -0.42 -1.04 -1.06 0.324
H 1.637499 -0.541136 -1.741127 -0.04 1.41 -0.93 0.261
H 2.610989 -1.074648 1.168890 0.00 0.75 0.65 0.239
H 3.139801 -0.169812 -0.151802 0.25 0.18 -0.43 0.444
H 2.679541 0.765022 1.209189 0.14 0.69 0.87 0.323
H 1.459389 2.001415 1.943290 -2.12 -0.62 -0.90 0.247
H 0.787620 2.491893 0.461571 -0.01 0.24 -1.19 0.364
H -0.223268 2.568382 1.789514 -0.63 -0.37 0.34 0.458
H 0.113475 0.037113 2.006787 -0.28 -0.38 -1.31 -0.011
H -1.226771 -0.378793 -0.473742 -0.56 0.18 0.15 0.362
H -1.897298 1.201480 0.169239 0.46 -0.28 -0.29 0.372
H -3.170603 -0.297540 1.201296 -0.17 0.47 0.16 0.297
H -2.092362 -1.348386 1.524165 0.39 0.15 0.12 0.277
H 1.967390 -1.122651 4.166473 0.52 -0.35 0.22 0.330
H 1.703162 0.244410 3.793810 0.39 0.52 0.04 0.316
O 2.429473 -0.274123 4.168506 -0.93 -0.16 -0.27 -0.639
H 0.636170 2.235785 -3.364155 -0.02 -0.40 -0.47 0.301
H 0.089871 1.462798 -4.640062 0.32 -0.21 0.31 0.304
O -0.104115 2.121600 -3.972391 -0.19 1.16 0.09 -0.624
H -1.293319 -0.993474 -2.945667 -0.49 0.07 0.19 0.259
H -1.995251 0.391626 -2.844226 0.23 -0.35 -0.18 0.280
O -1.219608 -0.067283 -3.198026 -0.27 -0.29 -0.30 -0.552
H -0.834822 -2.381606 1.280098 -0.26 -0.10 0.16 0.194
H 0.382360 -2.021609 0.469726 0.19 0.11 0.12 0.381
O 0.017564 -2.729548 1.040313 0.42 -0.18 -0.31 -0.684
H -2.689319 -2.838933 -1.435860 -0.82 -0.12 0.52 0.271
H -3.428174 -1.477966 -0.864564 -0.49 -0.83 0.18 0.260
O -2.710562 -1.887973 -1.339700 1.21 0.65 -0.80 -0.548